{
  "formula": "C49H60N6O2SSeTc",
  "method": "ωB97M-V/def2-TZVPD",
  "homo_energy_ev": -4.36,
  "mol_weight_g_mol": 974.09,
  "e_above_lowest_kcal_mol": 0.0,
  "charge": -1,
  "orbital_gap_ev": 6.694,
  "species": ["H", "H", "H", "C", "H", "C", "H", "C", "H", "H", "H", "C", "H", "H", "Tc", "C", "H", "C", "H", "C", "C", "C", "C", "H", "C", "C", "H", "C", "H", "C", "C", "H", "H", "C", "H", "C", "C", "C", "H", "C", "H", "C", "C", "H", "N", "H", "C", "C", "C", "H", "C", "H", "N", "C", "N", "C", "H", "O", "C", "C", "H", "H", "C", "C", "H", "H", "H", "H", "H", "H", "C", "H", "O", "S", "H", "H", "N", "H", "H", "H", "H", "C", "H", "Se", "H", "C", "C", "C", "H", "H", "H", "H", "H", "N", "H", "H", "H", "C", "H", "C", "C", "C", "C", "H", "H", "H", "C", "H", "H", "C", "C", "H", "H", "C", "C", "C", "H", "C", "H", "N"],
  "coordinates": [[0.27789, -0.67998, 2.00583], [1.32371, 3.63666, -6.95785], [1.10249, -2.24231, -5.65142], [-2.30830, -2.09967, -2.78408], [1.58769, -0.88153, -8.62220], [2.63359, 3.52323, -0.28831], [1.74374, 1.04306, 4.98637], [2.99085, -0.99477, 2.44897], [-0.10597, -2.06925, 0.89721], [2.42742, -2.49520, -6.82044], [-5.26920, 1.86069, 0.61297], [-5.70832, -0.22889, 0.86420], [-3.36761, 4.16831, 4.77994], [2.76094, -1.84539, -5.18918], [0.07633, 0.23116, 0.24754], [-5.20614, -1.51799, 0.74456], [-0.77159, -3.58395, 3.63477], [-1.43670, -1.51405, -1.67281], [-2.25931, -2.92179, 4.31878], [-1.17804, 2.55965, 1.28387], [-3.60687, 0.63728, 0.06364], [-2.40566, 4.25690, 4.27282], [1.51265, 1.18435, -7.85983], [2.25304, -2.67912, -2.87262], [-3.90873, -1.72074, 0.29577], [-3.68024, -1.43808, -2.93411], [-3.84894, -1.80109, 3.56734], [3.31884, -2.30598, 0.42715], [-1.31603, -0.78631, -4.21387], [-0.10481, -1.71424, 1.92693], [3.96263, -3.19984, 2.59209], [-1.56198, 2.68668, 5.41319], [1.30636, 1.85095, -8.67730], [2.63565, 0.30133, 3.16393], [1.73749, -1.40245, -1.79541], [4.46910, -1.52958, -1.68799], [-1.69071, -0.86580, -0.53345], [1.85083, 0.09187, 4.46151], [-4.35034, -1.66117, -2.10614], [-1.52891, -1.85109, -4.08762], [2.00432, 0.89265, 2.49993], [1.58248, 3.01128, -6.10573], [3.55930, -2.02155, 3.19370], [-1.49278, -4.09515, -2.49475], [1.68066, 1.63568, -6.56423], [-2.99494, 1.48655, -0.21031], [-2.25995, -0.54724, 2.91098], [2.82237, -1.15882, 1.05909], [-1.30902, -2.65877, 3.85876], [-0.29667, 5.11697, 0.42675], [2.12119, -2.42042, -1.81789], [4.49795, 1.24321, 2.53468], [-1.05297, 1.25212, 1.69472], [-1.48696, -1.83474, 2.56625], [1.90940, -0.50907, -6.52057], [1.92482, 0.59686, -5.72645], [0.84680, -0.29057, 4.27172], [4.21524, 0.98289, 0.04250], [-2.32252, 1.72068, 3.76813], [1.72098, 4.56750, -0.17299], [4.82789, -1.92438, -2.64259], [-3.05134, -3.83538, -1.70030], [-0.13749, 3.21194, 3.96818], [3.91423, 1.10130, 3.44483], [4.38781, -4.00214, 3.18271], [2.35620, -0.59991, 5.13870], [2.01149, 5.57038, -0.45854], [-0.72753, -2.09771, 4.59399], [3.64871, 3.66791, -0.63081], [4.21844, -4.21859, 0.73110], [-4.11506, 0.17754, 4.31080], [-5.05317, -0.03530, 4.80708], [-2.12481, 3.31925, 1.40213], [-1.14680, 3.02444, -3.46402], [4.53658, 0.57589, 4.17566], [-0.39470, -1.55893, -1.97630], [0.97005, 2.05163, 0.47450], [0.82343, 3.08800, -5.32632], [-2.11580, -2.42629, 1.90025], [-5.82320, -2.36960, 1.00901], [-0.57107, -2.38023, -4.06954], [-4.89981, 0.84683, 0.51896], [-2.10146, -2.20070, -4.95220], [2.14731, 0.67956, -3.91830], [-1.84754, 5.06230, 4.75982], [-2.46907, -3.61339, -2.59627], [1.65015, -0.15480, -7.83280], [0.43776, 4.33207, 0.31104], [-0.05487, 3.92949, 3.15434], [3.68766, -1.89748, 4.26228], [-6.71269, -0.06335, 1.23456], [-3.52419, -2.73057, 0.20206], [-2.58738, 4.53141, 3.23710], [2.17362, -0.08583, 0.34811], [0.39286, 2.30453, 3.68277], [-3.85149, 2.10333, 5.19864], [0.65412, -2.28547, 2.46075], [-0.73104, 2.01996, -2.25224], [-2.98157, -4.05779, -3.45656], [-3.45183, -0.79307, 3.59206], [-3.47284, 1.39187, 4.47261], [-3.08032, -0.65050, -0.05029], [2.05575, -1.86030, -6.01791], [-3.57791, -0.35243, -2.99872], [3.66181, 2.08166, 3.85699], [3.83073, -3.50561, -1.20326], [2.20424, 2.25312, 0.04044], [-4.15058, -1.79426, -3.85631], [2.53489, 3.32811, -5.68212], [0.10056, 3.03557, 0.64277], [-1.59843, 2.95300, 4.35138], [4.03192, -0.55021, -1.88294], [5.32250, -1.38245, -1.02515], [3.44288, -2.49063, -1.07512], [2.99481, 0.97958, 0.09503], [-1.85264, 0.80995, 2.76971], [1.37802, -3.09242, -1.38332], [3.85129, -3.32315, 1.21971], [0.38186, 3.64907, 4.82508], [-0.44948, 1.28130, -1.39224]],
  "forces_ev_per_angstrom": [[0.230, 0.337, 0.277], [-0.010, 0.008, 0.004], [0.001, 0.019, -0.003], [0.024, -0.029, -0.018], [0.004, -0.016, 0.014], [0.017, 0.044, -0.018], [-0.002, -0.011, -0.001], [-0.060, -0.031, 0.081], [0.020, -0.168, 0.020], [-0.004, -0.008, 0.004], [0.005, -0.002, -0.002], [0.055, 0.000, -0.004], [0.013, -0.015, -0.030], [0.016, 0.007, -0.004], [-0.178, -1.064, 0.380], [0.053, 0.022, -0.009], [-0.008, 0.004, -0.004], [0.010, -0.010, 0.022], [0.017, -0.003, 0.011], [0.114, 0.015, 0.031], [0.025, -0.011, -0.022], [0.030, -0.034, -0.028], [0.004, 0.057, 0.120], [0.006, -0.011, 0.037], [-0.062, -0.014, 0.038], [-0.028, 0.038, -0.003], [-0.009, 0.021, 0.007], [0.078, -0.066, -0.003], [-0.011, -0.003, 0.001], [-0.129, 0.062, -0.206], [-0.006, 0.024, -0.022], [0.005, 0.004, 0.024], [0.004, 0.014, 0.014], [0.002, -0.012, 0.002], [-0.078, -0.035, -0.039], [-0.008, 0.025, -0.031], [-0.188, 0.305, 0.112], [0.011, -0.025, 0.008], [0.023, -0.002, -0.065], [-0.021, -0.017, -0.011], [-0.024, 0.025, -0.021], [0.025, -0.039, -0.025], [-0.016, -0.034, -0.008], [-0.009, 0.003, 0.004], [0.007, 0.161, 0.010], [-0.046, -0.009, -0.002], [0.071, -0.026, 0.118], [0.061, 0.191, 0.003], [-0.017, 0.002, -0.020], [0.009, -0.002, -0.002], [-0.152, 0.038, -0.047], [-0.007, -0.010, 0.018], [0.016, 0.154, 0.092], [-0.049, 0.053, 0.021], [0.014, -0.106, 0.030], [-0.210, -0.017, -0.118], [-0.023, -0.046, -0.016], [0.048, 0.025, 0.051], [0.060, -0.024, -0.052], [-0.003, -0.017, 0.001], [-0.046, -0.003, -0.013], [0.005, -0.003, -0.015], [-0.051, -0.050, -0.081], [-0.007, 0.000, -0.022], [0.000, -0.001, 0.001], [-0.011, 0.041, -0.002], [0.003, -0.003, 0.007], [0.025, 0.020, -0.007], [-0.009, 0.004, -0.004], [-0.005, -0.007, -0.001], [0.020, 0.050, -0.046], [0.001, -0.006, 0.005], [-0.054, 0.049, 0.138], [-0.092, 0.002, 0.076], [-0.002, 0.007, -0.019], [0.250, -0.014, 0.001], [0.125, 0.279, 0.168], [-0.004, -0.027, -0.026], [0.001, 0.013, -0.056], [-0.001, 0.000, -0.003], [-0.011, 0.015, 0.034], [0.010, -0.036, -0.014], [0.008, -0.010, 0.010], [0.156, -0.024, -0.037], [-0.008, -0.013, 0.007], [-0.015, -0.001, -0.005], [0.024, -0.050, 0.083], [0.027, 0.057, 0.007], [0.004, 0.004, -0.109], [0.010, -0.005, -0.021], [-0.003, 0.000, -0.007], [-0.003, 0.006, 0.013], [0.011, 0.013, -0.037], [-0.053, -0.058, -0.197], [-0.019, -0.017, -0.002], [0.001, -0.005, -0.011], [0.033, 0.032, 0.000], [-0.033, -0.140, -0.061], [0.009, 0.011, 0.011], [0.026, -0.055, 0.040], [-0.016, -0.045, 0.042], [0.004, -0.083, -0.077], [0.021, 0.059, -0.043], [0.004, -0.018, -0.003], [0.006, 0.000, 0.008], [0.040, -0.023, 0.017], [0.036, -0.123, -0.051], [0.005, 0.008, -0.002], [0.019, -0.003, -0.025], [-0.089, -0.024, 0.127], [-0.057, 0.018, -0.038], [0.059, -0.094, 0.048], [0.002, -0.030, -0.024], [-0.031, 0.002, -0.011], [-0.088, 0.122, 0.049], [-0.069, -0.031, -0.132], [-0.022, -0.018, 0.009], [0.019, 0.023, -0.005], [-0.012, 0.002, -0.015], [0.128, 0.442, -0.393]],
  "mulliken_charge": [-0.1518, 0.2904, 0.2023, 2.4164, 0.4341, -0.6785, 0.4039, 1.0778, 0.0964, 0.3687, 0.4303, -0.7891, 0.4022, 0.2443, -1.0775, -1.0907, 0.6014, -0.9347, 0.3519, -0.9876, -0.0632, -1.5406, -0.3939, 0.4507, -0.0556, -1.8594, 0.4221, 0.8993, 0.3425, -1.2409, -1.4279, 0.8382, 0.3859, 1.9440, -0.6102, -1.3230, 0.3117, -1.5656, 0.3659, -1.8181, -1.1992, -0.5799, -0.3184, 0.2364, 0.2527, 0.2118, 0.4218, -0.7267, -1.6914, 0.5851, -0.4699, 0.4254, 2.4164, 0.5037, 0.2164, -0.2880, 0.1110, -0.7429, 0.5776, -0.9280, 0.4043, 0.3050, -1.2770, -1.9518, 0.3698, 0.4991, 0.4505, 0.3194, 0.6021, 0.4025, -1.6810, 0.3672, -0.7190, -0.5490, 0.3462, 0.1313, 1.4226, 0.0339, -0.2429, 0.3685, 0.2388, -0.6057, 0.5501, -0.2987, 0.4185, -1.7459, -0.4713, -0.4239, 0.2759, 0.3717, 0.3599, 0.2782, 0.2832, 1.6524, -0.3539, 0.3347, 1.0182, 1.1868, 0.4619, -0.2988, -0.4413, 1.5817, -0.7253, 0.3357, 0.4393, 0.6721, -0.2422, 0.4780, 0.2721, -0.2128, -0.0079, 0.0441, 0.3644, 0.2021, -0.1744, 0.5165, 0.3859, -1.2540, 0.6104, -1.3645]
}